1.
ORCA calculation (ωB97M-V/def2-TZVPD) on a cluster of 2 separate species, C2H5NO2 in total.

Results
**Energy relative to the best compared isomer or geometry (same formula, charge and spin)**: 6.380 eV
**Total charge**: 0

Atoms and positions in Å:
1 C -1.9635 -0.6872 0.0193
2 C 1.6607 0.1628 -0.0163
3 N -1.0243 0.2022 -0.0622
4 O -0.6881 1.3807 -0.0230
5 O 0.7999 -0.8359 -0.1577
6 H -1.6855 -1.6975 0.0036
7 H -2.9388 -0.1473 -0.0255
8 H 1.2807 1.1799 -0.1546
9 H 2.5321 0.1296 -0.6516
10 H 2.0267 0.3127 1.0680

Atoms 1-6, force components in eV/Å:
C 0.30 4.35 -0.50
C 1.31 0.63 2.73
N 3.12 0.23 0.37
O -1.77 -2.92 -0.29
O -2.58 0.45 -0.21
H 0.12 -1.08 -0.06

---

2.
ORCA calculation (ωB97M-V/def2-TZVPD) on a cluster of 2 separate species, C4H10O in total.

Results
**Energy relative to the best compared isomer or geometry (same formula, charge and spin)**: 1.351 eV
**Total charge**: 0

Atoms and positions in Å:
1 C 1.5441 1.4759 0.5429
2 C 0.1802 -2.0143 -0.6403
3 C -0.5884 -0.9329 -0.7437
4 C -1.7613 -0.6206 0.1366
5 O 0.2694 1.9444 0.1468
6 H 1.7714 1.7176 1.5911
7 H 2.3479 1.8749 -0.0928
8 H 1.5232 0.3891 0.4334
9 H 1.0219 -2.1839 -1.3072
10 H -0.0072 -2.7743 0.1168
11 H -0.3611 -0.1875 -1.5062
12 H -2.6878 -0.5723 -0.4493
13 H -1.8905 -1.3778 0.9175
14 H -1.6183 0.3590 0.6051
15 H 0.2565 2.9027 0.2496

Atoms 1-6, force components in eV/Å:
C 0.38 -0.21 0.10
C -0.10 0.11 -0.02
C 0.10 -0.17 -0.02
C -0.02 -0.03 0.05
O -0.09 0.36 0.01
H -0.07 -0.03 -0.17

---

3.
ORCA calculation (ωB97M-V/def2-TZVPD) on a structure of composition C23H16AsBiO6.

Results
**Total charge**: +2

Atoms and positions in Å:
1 O -1.8879 5.2523 3.4061
2 C -1.1889 5.8487 2.6929
3 Bi 0.6222 2.9443 -0.9710
4 O -2.4209 2.8483 -2.9025
5 C -1.3647 3.0110 -2.4289
6 C 1.7998 2.2964 -2.9137
7 O 2.6643 1.9861 -3.6043
8 C 3.8225 3.3630 -1.0020
9 O 4.8299 3.7274 -1.2351
10 C 0.9251 5.4923 -2.4143
11 O 0.8257 6.4434 -3.0069
12 H 1.6343 2.8149 0.3589
13 O 0.7691 0.8566 -0.2661
14 As 0.0792 -0.6476 0.1563
15 C -1.6027 -0.6146 -0.7609
16 C -2.7786 -0.6485 -0.0181
17 C -4.0059 -0.7550 -0.6767
18 C -4.0438 -0.8037 -2.0763
19 C -2.8604 -0.7158 -2.8136
20 C -1.6242 -0.5933 -2.1576
21 C 1.4171 -1.9208 -0.3817
22 C 2.0467 -2.7192 0.5760
23 C 2.9908 -3.6898 0.1714
24 C 3.3021 -3.8135 -1.1804
25 C 2.6864 -2.9601 -2.1354
26 C 1.7664 -1.9927 -1.7418
27 C -0.1954 -0.5551 2.0668
28 C 0.0673 0.5927 2.7779
29 C -0.2312 0.6306 4.1650
30 C -0.7733 -0.4738 4.7965
31 C -1.0281 -1.6550 4.0434
32 C -0.7419 -1.7028 2.6954
33 H -2.7312 -0.6564 1.0701
34 H -4.9101 -0.8068 -0.0677
35 H -5.0117 -0.8671 -2.5741
36 H -2.9074 -0.6934 -3.9091
37 H -0.6668 -0.4603 -2.6785
38 H 1.7890 -2.5920 1.6375
39 H 3.4701 -4.3133 0.9210
40 H 4.0422 -4.5454 -1.5234
41 H 2.9682 -3.0374 -3.1979
42 H 1.3283 -1.2955 -2.4511
43 H 0.5186 1.4552 2.3035
44 H -0.0017 1.5313 4.7473
45 H -0.9900 -0.4411 5.8781
46 H -1.4547 -2.5307 4.5273
47 H -0.9439 -2.5937 2.0977

Atoms 1-6, force components in eV/Å:
O 2.68 2.30 -2.71
C -2.67 -2.33 2.69
Bi 0.72 -0.95 3.92
O 4.86 0.75 2.60
C -8.20 -0.90 -5.51
C 4.47 -1.84 -3.65

---

no.,DFT total energy (hartree)
1,-284.23289
2,-233.59530
3,-3787.09219